Formula: C20H27Cl2F5MnN2O7SSi2
Source: OMol25
Level of theory: ωB97M-V/def2-TZVPD

Element x y z (Å)
Si1 -1.34 0.43 3.06
C1 1.39 -1.17 3.51
C2 0.50 4.17 0.62
O1 0.12 -2.22 -3.31
H1 -0.46 0.00 5.41
H2 2.79 -1.34 -2.60
C3 2.11 -0.50 1.30
O2 -0.56 -3.33 2.03
Cl1 -3.36 -1.38 -0.51
F1 -1.45 4.66 -2.37
H3 4.65 -1.94 3.03
H4 -1.52 2.89 2.97
H5 4.77 2.11 -1.04
O3 0.31 0.01 -4.31
C4 -0.29 1.98 -0.14
C5 1.11 -0.58 2.29
C6 -0.13 4.81 -0.43
H6 -3.11 2.15 3.15
H7 3.69 2.45 0.31
H8 -2.53 -1.57 -3.04
O4 -0.66 -4.48 -0.03
C7 -2.04 -0.84 -3.67
C8 3.58 -0.76 -2.11
Si2 2.80 0.62 -1.11
C9 -2.16 2.08 2.62
F2 -0.06 6.15 -0.56
C10 3.66 -1.54 2.84
O5 -0.60 -2.15 -0.01
H9 -1.28 1.55 5.22
H10 -2.43 0.16 -3.49
H11 4.14 -1.44 -1.48
C11 -2.64 -0.89 3.37
H12 4.82 1.10 0.41
F3 -1.61 2.06 -2.14
N1 1.68 -0.01 0.07
C12 3.38 -0.99 1.60
H13 -2.35 2.25 1.56
H14 4.24 -0.37 -2.89
C13 -0.90 2.68 -1.18
H15 -3.40 -0.55 4.08
O6 -0.18 -0.21 -1.96
C14 -2.39 0.06 -0.03
H16 4.13 -1.01 0.82
C15 -0.83 4.05 -1.33
H17 1.24 1.53 -2.87
H18 0.38 1.35 4.63
H19 -2.67 0.82 -0.76
C16 2.07 1.90 -2.28
H20 -2.14 -1.10 -4.72
S1 -0.30 -0.85 -3.31
C17 4.16 1.65 -0.26
C18 -0.59 0.85 4.74
C19 2.67 -1.63 3.80
H21 0.60 -1.33 4.23
H22 2.88 2.16 -2.96
H23 1.77 2.81 -1.75
F4 1.19 4.90 1.51
Mn1 -0.28 -0.08 0.01
F5 1.08 2.32 1.80
N2 -0.16 -0.09 1.91
Cl2 -0.09 -3.37 0.67
H24 2.87 -2.11 4.76
H25 -3.13 -1.23 2.45
C20 0.42 2.79 0.74
O7 1.33 -3.39 0.61
H26 -2.14 -1.77 3.79
H27 -2.82 0.34 0.93

Computed properties:
Net charge   -2
2S+1   4
Strongest force on any atom   0.4 eV/A
ΔE to the lowest compared entry with this formula, charge and spin   81.4 kJ/mol

natural (NBO) atomic charge list, values in e, 5 entries: Si 1.877; C -0.231; C 0.235; O -0.976; H 0.222



Formula: C13H46LiN14O19
Source: OMol25
Level of theory: ωB97M-V/def2-TZVPD

Element x y z (Å)
H1 1.12 1.50 -4.16
H2 1.41 -2.29 0.14
O1 3.65 1.69 2.97
C1 0.12 -0.43 0.42
H3 -1.12 -2.28 0.73
H4 -4.54 -0.99 4.38
C2 -0.49 1.50 -1.13
H5 -2.95 3.78 -4.07
O2 -3.02 -1.75 -0.65
N1 -0.45 -0.71 -5.75
H6 2.84 2.12 2.68
H7 3.10 -2.74 -0.09
N2 -5.24 -2.65 -3.47
H8 2.15 4.97 2.16
N3 -1.48 -3.07 -1.55
O3 3.27 -4.65 1.27
O4 -5.00 -1.33 -5.27
H9 -5.07 -2.86 -2.50
H10 0.19 -3.91 1.10
C3 0.40 0.41 1.48
N4 2.16 -1.93 3.44
N5 -3.72 -0.93 -3.43
C4 -0.12 2.37 -0.05
H11 -1.31 -2.21 4.00
H12 -2.10 -1.65 -0.95
N6 -3.54 -1.09 4.40
O5 -3.35 -0.50 2.22
H13 -0.11 4.84 2.80
C5 2.22 -4.05 1.07
O6 -0.85 5.13 2.26
H14 -1.51 1.10 4.00
H15 -3.31 -1.32 -2.59
H16 -3.12 -1.10 0.05
Li1 -1.62 3.70 -1.54
H17 0.55 4.96 -2.00
H18 0.92 -5.37 1.81
O7 5.25 1.71 -2.03
H19 3.50 -2.38 6.33
H20 2.68 -3.52 5.30
H21 0.49 4.55 -3.47
H22 -3.40 -0.11 -3.92
H23 -2.45 2.34 -4.11
N7 -1.58 -3.18 0.70
H24 -1.16 -1.75 2.36
N8 0.63 0.63 -4.27
C6 4.45 1.29 -1.22
N9 4.85 0.80 0.00
H25 2.04 -1.20 2.77
O8 2.18 4.65 1.26
H26 2.44 1.08 -0.59
C7 2.91 -1.61 4.54
H27 2.75 1.54 -2.23
O9 0.82 2.59 2.20
H28 0.16 0.24 -3.47
H29 1.48 3.96 1.22
H30 -0.81 -1.12 -4.90
H31 -1.92 -3.61 1.55
H32 2.23 5.05 -0.49
C8 0.36 1.82 1.33
H33 -3.12 -1.34 5.28
O10 0.04 -1.68 0.66
H34 -5.88 -3.29 -3.91
O11 -2.43 3.14 -3.58
C9 0.34 0.39 -5.58
C10 -4.63 -1.64 -4.13
H35 -1.71 -3.42 -2.46
H36 5.85 0.80 0.07
N10 0.97 -4.41 1.52
C11 -0.35 0.11 -0.90
H37 -0.78 4.58 1.46
H38 -0.77 -2.36 -1.49
N11 3.00 -2.59 5.48
O12 -2.86 -4.59 -0.63
H39 4.24 0.28 0.60
O13 0.79 1.00 -6.54
H40 -0.82 -0.96 -6.65
O14 3.50 -0.54 4.62
H41 -0.14 1.71 3.68
O15 -0.69 1.39 4.41
O16 -0.58 -0.67 -1.86
H42 1.65 -2.78 3.58
H43 3.40 1.14 3.72
O17 -0.29 3.61 -0.13
N12 3.10 1.26 -1.33
N13 -1.72 -1.77 3.20
O18 -0.07 4.68 -2.70
H44 0.64 0.05 2.47
N14 2.18 -2.92 0.30
H45 -0.50 1.86 -2.15
C12 -2.84 -1.00 3.22
O19 2.37 5.37 -1.41
C13 -2.01 -3.73 -0.47
H46 2.15 6.30 -1.37

Computed properties:
Net charge   -1
Strongest force on any atom   4.6 eV/A
ΔE to the lowest compared entry with this formula, charge and spin   97.9 kJ/mol

Mulliken atomic charge list, values in e, 5 entries: H 0.118; H -0.053; O -0.662; C 0.156; H 0.188



Formula: C6H5ClO5S
Source: OMol25
Level of theory: ωB97M-V/def2-TZVPD

Element x y z (Å)
H1 -2.06 0.61 0.90
C1 0.71 -0.38 0.23
C2 -0.32 -0.85 0.93
C3 -1.42 0.52 -2.05
H2 -2.04 1.28 -1.98
Cl1 -0.60 -2.59 1.01
O1 1.76 1.72 -1.02
H3 -2.06 -0.53 2.23
O2 1.61 1.91 1.34
H4 -0.89 0.77 2.10
C4 -0.50 -0.26 -2.30
O3 2.65 -1.78 0.74
C5 -1.44 0.04 1.54
H5 0.48 -0.80 -2.36
O4 1.75 -1.83 -1.31
C6 1.90 -1.39 -0.16
S1 0.89 1.46 0.13
O5 -0.41 2.09 0.02

Computed properties:
Net charge   -2
Strongest force on any atom   7.0 eV/A
ΔE to the lowest compared entry with this formula, charge and spin   98.4 kJ/mol

natural (NBO) atomic charge list, values in e, 5 entries: H 0.232; C -0.381; C -0.022; C -0.291; H 0.190